{
  "formula": "C3H6IN2",
  "method": "wB97M-V/def2-TZVPD",
  "charge": 1,
  "e_tot_ev": -14277.8922,
  "e_above_lowest_ev": 4.221,
  "lumo_energy_ev": [-5.46, -5.46],
  "elements": ["C", "C", "C", "N", "N", "I", "H", "H", "H", "H", "H", "H"],
  "xyz": [[0.270997, 1.320699, -0.081084], [-1.205072, -0.131211, 0.548092], [0.920578, 0.086719, -0.536837], [-0.910343, 1.236010, 0.353253], [0.108055, -0.892726, 0.201248], [2.929288, -0.285830, -0.321381], [0.639618, 2.259191, -0.286737], [-1.541268, -0.376904, 1.595022], [-2.070145, -0.433221, -0.070523], [0.355008, 0.171319, -2.305036], [0.452841, -1.101892, 1.067654], [0.050443, -1.852150, -0.163673]],
  "forces_ev_per_angstrom": [[-0.7, 0.1, -0.7], [-2.1, -0.9, 0.4], [-1.1, 0.0, -2.9], [0.4, -0.6, 1.0], [-2.5, -0.6, -2.1], [0.5, 0.1, -0.2], [1.2, 1.9, -0.5], [0.8, 0.3, -0.9], [0.7, -0.1, -0.2], [1.2, -0.5, 3.7], [2.1, -0.1, 3.2], [-0.5, 0.5, -0.9]]
}